{
  "formula": "C46H40ClMgN5O11P2SSe2",
  "method": "ωB97M-V/def2-TZVPD",
  "species": ["Se", "Se", "Cl", "S", "P", "P", "Mg", "O", "O", "O", "O", "O", "O", "O", "O", "O", "O", "O", "N", "N", "N", "N", "N", "C", "C", "C", "C", "C", "C", "C", "C", "C", "C", "C", "C", "C", "C", "C", "C", "C", "C", "C", "C", "C", "C", "C", "C", "C", "C", "C", "C", "C", "C", "C", "C", "C", "C", "C", "C", "C", "C", "C", "C", "C", "C", "C", "C", "C", "C", "H", "H", "H", "H", "H", "H", "H", "H", "H", "H", "H", "H", "H", "H", "H", "H", "H", "H", "H", "H", "H", "H", "H", "H", "H", "H", "H", "H", "H", "H", "H", "H", "H", "H", "H", "H", "H", "H", "H", "H"],
  "xyz": [[-3.8706, 4.2188, 1.7668], [-0.6610, -1.4070, -2.2657], [-3.6483, -3.7323, 2.0145], [0.3831, -4.7217, 1.7109], [-2.0606, 3.8173, 0.7539], [-1.3514, 0.3847, -1.3911], [0.0969, -1.7767, 1.2682], [6.0156, -1.3664, -3.5767], [1.2316, -3.0586, 0.3237], [3.8488, -0.5268, 1.7270], [6.2901, -3.5803, -2.9971], [-1.6445, -2.2599, 0.5766], [-3.0006, -0.7713, -0.3668], [-0.3895, -3.6752, 2.4175], [5.0077, -1.3226, 3.8135], [2.3831, -4.9105, -0.0101], [1.7683, -0.5028, 0.9426], [4.4294, -2.2536, 5.7475], [-0.7979, 0.1029, 1.3000], [0.7594, -1.4802, 3.2096], [1.6900, -2.1503, 5.0640], [-0.7970, 0.7414, 2.4434], [-1.1842, 1.9662, 2.2810], [0.5265, -1.9719, 4.3976], [-0.8251, 4.9779, 1.4408], [3.1549, -2.9916, -1.1146], [4.1305, -1.7951, 4.6564], [-2.1722, 4.3160, -1.0037], [3.8968, -1.0214, -2.3098], [0.2552, 7.1244, 1.4063], [-0.0907, 1.5302, -2.1105], [-3.2295, 0.6367, -3.4107], [-2.9142, 1.0154, -2.1131], [-0.8174, -2.2538, 4.9502], [-2.3823, 5.1836, -3.6253], [4.2532, -3.7295, -1.5718], [-0.2268, -6.2830, 2.5943], [2.7155, -1.7388, 4.2388], [-1.2050, 0.9276, 0.3309], [-0.1617, 2.0067, -3.4148], [2.1849, -3.7058, -0.2036], [-0.5892, 6.1999, 0.8195], [-3.8540, 1.7043, -1.3628], [-1.5329, -6.3079, 0.5858], [-3.9874, -2.2741, 1.1015], [5.1414, -3.0853, -2.3883], [-3.4136, 4.6204, -1.5430], [6.8562, -2.4883, -3.6725], [-0.5893, -5.1816, 0.2192], [4.9733, -1.7521, -2.7480], [0.8457, 6.8513, 2.6282], [2.6127, -0.7503, 1.8088], [-0.2596, 4.7198, 2.6842], [-5.0790, 2.0359, -1.9107], [-1.0266, 4.4783, -1.7717], [0.5738, 5.6536, 3.2714], [-2.7335, -1.7335, 0.3784], [2.9800, -1.6693, -1.4906], [-5.3743, 1.6896, -3.2182], [2.1512, 2.4051, -1.9464], [-4.4481, 0.9819, -3.9644], [0.9116, 2.6755, -3.9772], [-1.1367, 4.9324, -3.0746], [-0.7355, -7.2131, 1.5154], [2.0662, 2.8870, -3.2425], [1.0853, 1.7202, -1.3892], [2.0920, -1.3246, 3.0788], [-1.4377, 2.1582, 0.9695], [-3.5231, 5.0316, -2.8572], [1.0070, 5.4512, 4.2411], [3.0539, 2.5464, -1.3680], [-1.0276, -5.9716, 3.2603], [0.8457, 3.0298, -4.9987], [-2.5241, 0.0316, -3.9650], [0.4424, 8.0667, 0.9080], [-4.3394, -1.5136, 1.8001], [7.0075, -2.7413, -4.7378], [1.8410, -2.5369, 5.9834], [4.3788, -4.7548, -1.2642], [2.1248, -1.1323, -1.1184], [-5.8121, 2.5554, -1.3086], [-1.3421, -8.0316, 1.9202], [-2.4611, 5.5051, -4.6554], [1.5052, 7.5779, 3.0841], [-3.6494, 1.9504, -0.3279], [3.7679, 0.0102, -2.5891], [0.1094, -7.6416, 0.9702], [2.9030, 3.4138, -3.6834], [1.1783, 1.3096, -0.3919], [-1.0615, 1.8552, -3.9955], [-1.0783, -4.2728, -0.1118], [-1.0677, 6.4343, -0.1224], [-4.4958, 5.2438, -3.2776], [-4.6896, 0.6762, -4.9739], [-2.3965, -5.9119, 1.1226], [-6.3361, 1.9458, -3.6428], [7.8412, -2.2484, -3.2278], [-1.8938, -6.8367, -0.3012], [-4.2897, 4.5439, -0.9154], [-0.4844, 3.7812, 3.1724], [-1.5132, -2.2360, 4.1179], [-0.0528, 4.2652, -1.3528], [-0.2439, 5.0867, -3.6618], [-1.1093, -1.4907, 5.6720], [0.1494, -5.4990, -0.5126], [0.5997, -6.6941, 3.1703], [-0.8437, -3.2337, 5.4234], [-4.7643, -2.4938, 0.3679], [4.5612, -0.9670, 2.8958]],
  "orbital_gap_ev": 6.6226,
  "total_charge": -2,
  "relative_energy_kcal_mol": 29.0,
  "energy_ev": -256406.23074
}